[1]
Computed, not measured: a molecular structure, C17H30AsCl6O4PtSi3 at a distorted geometry, with ωB97M-V/def2-TZVPD.

Properties
Charge   -1
E   -189163.3964 eV

Element x y z (Å)
Pt (-1.725, -0.373, 0.131)
Cl (-4.255, -0.358, 6.720)
C (-3.499, 0.112, 5.242)
C (-2.845, 1.337, 5.168)
Cl (-2.783, 2.367, 6.549)
C (-2.223, 1.709, 3.984)
Cl (-1.380, 3.219, 3.900)
C (-2.218, 0.884, 2.850)
O (-1.590, 1.203, 1.777)
C (-2.920, -0.393, 2.916)
O (-2.933, -1.171, 1.911)
C (-3.538, -0.724, 4.139)
Cl (-4.341, -2.248, 4.246)
Cl (-2.598, 3.695, -3.689)
C (-3.332, 3.176, -2.170)
Cl (-2.250, 2.101, -1.239)
H (-4.243, 2.634, -2.417)
H (-3.531, 4.074, -1.587)
O (-3.419, -0.789, -1.624)
C (-2.867, -1.839, -1.958)
O (-1.753, -2.239, -1.576)
H (-3.404, -2.488, -2.698)
C (1.626, 1.770, 2.037)
Si (1.836, 1.581, 0.153)
C (3.727, 1.483, -0.181)
C (1.167, 3.150, -0.716)
As (0.538, -0.250, -0.632)
Si (1.033, -0.530, -2.938)
C (-0.042, 0.772, -3.843)
C (0.683, -2.274, -3.636)
C (2.878, -0.165, -3.352)
Si (1.306, -2.133, 0.572)
C (0.517, -1.981, 2.303)
C (3.222, -2.179, 0.748)
C (0.723, -3.747, -0.268)
H (1.970, 2.739, 2.386)
H (2.163, 1.003, 2.590)
H (0.571, 1.693, 2.281)
H (4.221, 2.370, 0.201)
H (3.951, 1.414, -1.239)
H (4.172, 0.624, 0.309)
H (1.573, 4.061, -0.285)
H (0.088, 3.186, -0.594)
H (1.387, 3.152, -1.782)
H (-1.091, 0.514, -3.715)
H (0.160, 0.837, -4.908)
H (0.108, 1.761, -3.412)
H (-0.194, -2.683, -3.145)
H (1.513, -2.953, -3.469)
H (0.484, -2.241, -4.703)
H (3.101, 0.893, -3.261)
H (3.114, -0.465, -4.368)
H (3.543, -0.708, -2.687)
H (0.801, -1.050, 2.790)
H (0.766, -2.799, 2.973)
H (-0.566, -1.970, 2.184)
H (3.571, -1.434, 1.456)
H (3.710, -1.990, -0.204)
H (3.560, -3.148, 1.100)
H (-0.260, -3.566, -0.694)
H (0.631, -4.566, 0.442)
H (1.386, -4.063, -1.069)


[2]
Computed, not measured: a molecular structure, C46H46HgN6P2S2Se, with ωB97M-V/def2-TZVPD.

Properties
2S+1   2
Relative energy (zero: lowest compared OMol25 entry of this formula, charge and spin)   10.6 kJ/mol
Expectation value of S²   0.7573
Charge   -1

Element x y z (Å)
Hg (-0.655, 0.589, -0.155)
C (-3.127, 3.001, 4.633)
C (-3.738, 1.608, 4.474)
N (-4.194, 1.313, 3.132)
C (-3.386, 1.024, 2.064)
S (-1.733, 0.686, 2.381)
N (-4.052, 1.057, 0.923)
N (-3.394, 0.682, -0.193)
C (-4.053, 0.742, -1.297)
C (-5.470, 1.247, -1.393)
C (-3.394, 0.300, -2.543)
C (-4.005, 0.524, -3.781)
C (-3.367, 0.129, -4.942)
C (-2.135, -0.495, -4.853)
C (-1.611, -0.706, -3.586)
N (-2.215, -0.329, -2.467)
H (-3.018, 3.253, 5.691)
H (-3.756, 3.757, 4.158)
H (-2.142, 3.028, 4.168)
H (-4.599, 1.499, 5.137)
H (-2.998, 0.857, 4.751)
H (-5.099, 1.668, 2.863)
H (-5.827, 1.479, -0.396)
H (-6.119, 0.493, -1.845)
H (-5.515, 2.150, -2.006)
H (-4.966, 1.015, -3.833)
H (-3.826, 0.313, -5.906)
H (-1.593, -0.824, -5.729)
H (-0.660, -1.211, -3.462)
C (1.837, -2.814, 1.408)
N (1.496, -2.487, 0.018)
P (2.093, -0.873, -0.363)
C (3.909, -1.238, -0.286)
C (4.765, -0.163, -0.061)
C (6.141, -0.352, -0.057)
C (6.672, -1.616, -0.271)
C (5.821, -2.691, -0.499)
C (4.448, -2.504, -0.508)
C (2.024, -0.803, -2.197)
C (1.876, 0.465, -2.750)
C (1.862, 0.631, -4.129)
C (1.988, -0.473, -4.959)
C (2.152, -1.741, -4.412)
C (2.189, -1.902, -3.036)
P (-0.049, -2.859, -0.648)
C (0.177, -4.701, -0.820)
C (-0.017, -5.618, 0.212)
C (0.307, -6.958, 0.046)
C (0.820, -7.409, -1.161)
C (0.972, -6.518, -2.214)
C (0.640, -5.182, -2.045)
C (-1.399, -2.893, 0.609)
C (-2.641, -3.039, -0.018)
C (-3.807, -3.164, 0.717)
C (-3.758, -3.136, 2.104)
C (-2.536, -2.985, 2.738)
C (-1.365, -2.865, 2.001)
H (2.919, -2.777, 1.537)
H (1.505, -3.826, 1.640)
H (1.401, -2.108, 2.120)
H (4.338, 0.818, 0.124)
H (6.799, 0.491, 0.116)
H (7.745, -1.766, -0.263)
H (6.234, -3.676, -0.681)
H (3.788, -3.347, -0.686)
H (1.758, 1.322, -2.092)
H (1.738, 1.620, -4.552)
H (1.966, -0.349, -6.035)
H (2.254, -2.603, -5.062)
H (2.356, -2.878, -2.601)
H (-0.439, -5.288, 1.154)
H (0.159, -7.650, 0.867)
H (1.091, -8.451, -1.283)
H (1.354, -6.864, -3.167)
H (0.729, -4.498, -2.881)
H (-2.685, -3.035, -1.102)
H (-4.758, -3.262, 0.208)
H (-4.669, -3.203, 2.684)
H (-2.488, -2.945, 3.819)
H (-0.441, -2.721, 2.533)
Se (1.979, 2.273, 1.196)
C (2.534, 3.493, 2.556)
C (2.752, 4.851, 2.290)
C (3.215, 5.714, 3.273)
C (3.481, 5.244, 4.553)
C (3.270, 3.900, 4.833)
C (2.799, 3.038, 3.853)
H (2.569, 5.214, 1.288)
H (3.377, 6.761, 3.040)
H (3.852, 5.915, 5.319)
H (3.476, 3.520, 5.828)
H (2.636, 1.992, 4.079)
S (-1.182, 3.028, -2.328)
C (-0.710, 4.231, -1.254)
N (-0.926, 4.077, 0.085)
C (-0.605, 4.985, 1.029)
C (-0.086, 6.189, 0.676)
C (0.178, 6.417, -0.691)
C (-0.109, 5.465, -1.625)
H (-1.244, 3.160, 0.383)
H (-0.772, 4.687, 2.054)
H (0.152, 6.921, 1.432)
H (0.634, 7.351, -0.997)
H (0.108, 5.607, -2.673)


[3]
Computed, not measured: a single C6H13NS molecule at a distorted geometry, with ωB97M-V/def2-TZVPD.

Properties
Relative energy (zero: lowest compared OMol25 entry of this formula, charge and spin)   343.8 kJ/mol

Element x y z (Å)
C (1.677, 1.283, 0.027)
C (0.697, 0.261, 0.468)
C (-0.755, -1.579, -0.403)
C (-1.390, 0.734, -1.024)
C (-1.569, 0.009, 1.299)
C (-0.684, -0.078, 0.009)
N (2.081, 0.112, -0.657)
S (3.352, -0.593, 0.198)
H (1.415, 2.042, -0.553)
H (2.329, 1.639, 0.917)
H (1.094, -0.348, 1.214)
H (-0.731, -2.278, 0.426)
H (0.123, -1.687, -1.018)
H (-1.739, -1.679, -0.822)
H (-2.361, 0.348, -0.963)
H (-1.201, 1.892, -0.874)
H (-0.872, 0.655, -1.945)
H (-2.558, -0.549, 1.066)
H (-1.845, 1.074, 1.376)
H (-1.067, -0.343, 2.198)
H (4.003, -0.915, -0.937)


[4]
Computed, not measured: 2 unconnected molecules or ions with the total composition CH2Br3PS at a distorted geometry, with ωB97M-V/def2-TZVPD.

Properties
Relative energy (zero: lowest compared OMol25 entry of this formula, charge and spin)   217.0 kJ/mol

Element x y z (Å)
C (0.365, -0.425, 0.795)
P (-0.364, -0.277, -0.801)
S (-0.814, -2.066, -1.421)
Br (0.800, 2.228, 1.648)
Br (-2.121, 1.196, -0.838)
Br (1.180, 0.852, -1.919)
H (-0.342, -0.713, 1.695)
H (1.296, -0.794, 0.842)


[5]
Computed, not measured: a molecular structure, C16H19BFeN6S at a distorted geometry, with ωB97M-V/def2-TZVPD.

Properties
2S+1   5
Expectation value of S²   6.1126
E   -71737.0900 eV

Element x y z (Å)
H (-1.614, -0.606, -2.443)
N (-0.156, 0.734, -1.711)
B (1.414, 2.656, -1.247)
N (0.286, 1.987, -2.064)
C (-0.396, 2.377, -3.150)
Fe (0.819, -0.257, 0.283)
H (-0.171, 3.333, -3.560)
C (-1.296, 1.368, -3.493)
H (-1.975, 1.362, -4.317)
C (-1.115, 0.354, -2.552)
H (1.778, 3.675, -1.738)
C (1.488, -0.968, 1.856)
H (0.978, -1.935, 2.024)
H (1.147, -0.394, 2.729)
H (2.584, -1.129, 1.895)
N (2.529, 1.581, -1.154)
N (0.915, 2.852, 0.178)
N (2.305, 0.330, -0.555)
N (0.581, 1.752, 0.983)
C (3.788, 1.638, -1.605)
C (0.685, 4.000, 0.836)
H (4.146, 2.536, -2.077)
H (0.871, 4.927, 0.304)
C (4.404, 0.419, -1.324)
C (0.196, 3.692, 2.099)
C (3.471, -0.379, -0.679)
C (0.160, 2.276, 2.147)
H (5.408, 0.147, -1.561)
H (-0.093, 4.390, 2.870)
H (3.544, -1.395, -0.284)
H (-0.159, 1.659, 2.971)
H (0.301, -0.793, -1.154)
S (-1.237, -0.760, 0.729)
C (-1.618, -2.391, 1.054)
C (-2.037, -2.818, 2.341)
C (-2.068, -4.180, 2.616)
C (-1.757, -5.108, 1.616)
C (-1.476, -4.675, 0.318)
C (-1.455, -3.323, 0.013)
H (-2.237, -2.086, 3.120)
H (-2.282, -4.529, 3.627)
H (-1.706, -6.175, 1.858)
H (-1.235, -5.397, -0.464)
H (-1.225, -2.973, -0.993)


[6]
Computed, not measured: a molecular structure, C2H9N3O at a distorted geometry, with ωB97M-V/def2-TZVPD.

Properties
Relative energy (zero: lowest compared OMol25 entry of this formula, charge and spin)   324.4 kJ/mol

Element x y z (Å)
C (-2.428, -0.038, 0.057)
N (-1.094, 0.175, 0.554)
H (-1.024, 0.016, 1.559)
H (0.004, 0.853, 0.469)
H (-2.748, -1.058, 0.297)
H (-2.465, 0.055, -1.029)
H (-3.184, 0.636, 0.486)
C (1.728, 0.241, 0.180)
N (1.869, 0.949, -1.043)
N (1.186, -1.070, 0.042)
O (2.642, 0.339, 1.023)
H (1.133, 0.807, -1.719)
H (2.806, 0.911, -1.418)
H (1.354, -1.699, 0.813)
H (0.222, -1.117, -0.272)


[7]
Computed, not measured: a molecular structure, C38H24Cl5F5P2RuS, with ωB97M-V/def2-TZVPD.

Properties
2S+1   6
Relative energy (zero: lowest compared OMol25 entry of this formula, charge and spin)   45.1 kJ/mol
Expectation value of S²   8.7789
Charge   +1

Element x y z (Å)
Ru (0.594, 1.153, 0.253)
C (-0.456, -2.065, 1.555)
C (-1.884, -1.578, 1.291)
P (-2.451, -1.919, -0.459)
C (-2.959, -0.245, -1.004)
C (-2.425, 0.217, -2.205)
C (-2.759, 1.476, -2.698)
C (-3.652, 2.271, -1.996)
C (-4.200, 1.816, -0.799)
C (-3.848, 0.574, -0.301)
C (-4.057, -2.736, -0.158)
C (-5.200, -2.415, -0.887)
C (-6.375, -3.132, -0.703)
C (-6.422, -4.178, 0.205)
C (-5.283, -4.516, 0.924)
C (-4.108, -3.807, 0.736)
P (0.791, -1.240, 0.502)
C (0.995, -2.114, -1.058)
C (0.985, -1.395, -2.248)
C (1.141, -2.049, -3.460)
C (1.306, -3.427, -3.481)
C (1.330, -4.148, -2.294)
C (1.181, -3.495, -1.083)
C (2.394, -1.350, 1.346)
C (3.554, -1.450, 0.579)
C (4.799, -1.318, 1.176)
C (4.896, -1.083, 2.540)
C (3.744, -0.989, 3.311)
C (2.498, -1.115, 2.719)
H (-0.362, -3.146, 1.424)
H (-0.176, -1.839, 2.586)
H (-1.945, -0.502, 1.484)
H (-2.566, -2.065, 1.989)
H (-1.748, -0.421, -2.762)
H (-2.341, 1.821, -3.635)
H (-3.932, 3.243, -2.382)
H (-4.901, 2.438, -0.256)
H (-4.291, 0.219, 0.623)
H (-5.180, -1.602, -1.601)
H (-7.256, -2.868, -1.272)
H (-7.339, -4.733, 0.349)
H (-5.309, -5.338, 1.627)
H (-3.222, -4.098, 1.292)
H (0.841, -0.318, -2.233)
H (1.131, -1.489, -4.385)
H (1.423, -3.941, -4.426)
H (1.466, -5.221, -2.315)
H (1.208, -4.062, -0.160)
H (3.487, -1.625, -0.488)
H (5.693, -1.397, 0.572)
H (5.868, -0.974, 3.003)
H (3.814, -0.809, 4.376)
H (1.614, -1.004, 3.336)
F (2.733, 6.552, -2.208)
C (1.859, 5.710, -1.703)
C (1.680, 4.462, -2.291)
F (2.390, 4.121, -3.356)
C (0.774, 3.588, -1.741)
F (0.619, 2.389, -2.319)
C (0.019, 3.905, -0.602)
S (-1.113, 2.811, 0.103)
C (0.211, 5.184, -0.048)
F (-0.479, 5.541, 1.022)
C (1.121, 6.071, -0.578)
F (1.303, 7.261, -0.030)
Cl (0.524, 1.951, 3.428)
C (2.081, 2.234, 2.705)
C (2.174, 2.043, 1.344)
C (3.413, 2.168, 0.750)
Cl (3.475, 1.833, -0.962)
C (4.555, 2.485, 1.470)
Cl (6.079, 2.593, 0.695)
C (4.431, 2.691, 2.848)
Cl (5.819, 3.067, 3.777)
C (3.187, 2.563, 3.478)
Cl (3.040, 2.765, 5.173)


[8]
Computed, not measured: a molecular structure, C39H36F2N5Tb, with ωB97M-V/def2-TZVPD.

Properties
2S+1   7
Expectation value of S²   12.6987
E   -76348.6761 eV

Element x y z (Å)
Tb (-0.108, -0.296, -0.186)
C (-1.640, -0.988, 2.737)
N (-0.514, -0.082, 2.455)
C (0.495, -0.286, 3.507)
C (-0.868, 1.340, 2.465)
C (-1.735, 1.827, 3.427)
C (-2.075, 3.166, 3.486)
C (-1.493, 4.030, 2.578)
C (-0.574, 3.574, 1.655)
C (-0.202, 2.217, 1.546)
N (0.715, 1.620, 0.713)
C (1.592, 2.193, -0.184)
C (1.706, 3.544, -0.574)
C (2.651, 3.989, -1.475)
C (3.564, 3.115, -2.034)
C (3.499, 1.781, -1.673)
C (2.533, 1.305, -0.802)
N (2.544, -0.114, -0.424)
C (2.774, -1.036, -1.552)
C (3.642, -0.320, 0.531)
H (-2.130, -0.777, 3.695)
H (-2.394, -0.935, 1.948)
H (-1.249, -2.006, 2.787)
H (0.100, -0.018, 4.495)
H (0.791, -1.333, 3.531)
H (1.366, 0.336, 3.303)
H (-2.162, 1.158, 4.161)
H (-2.774, 3.515, 4.230)
H (-1.748, 5.079, 2.591)
H (-0.150, 4.312, 1.004)
H (1.038, 4.285, -0.183)
H (2.675, 5.037, -1.738)
H (4.312, 3.452, -2.734)
H (4.231, 1.104, -2.089)
H (3.751, -0.886, -2.027)
H (2.744, -2.057, -1.166)
H (2.001, -0.931, -2.316)
H (4.603, -0.005, 0.108)
H (3.462, 0.253, 1.439)
H (3.722, -1.378, 0.780)
F (0.899, 0.614, -5.858)
C (-0.066, 0.440, -4.928)
C (0.281, 0.466, -3.593)
C (-0.648, 0.269, -2.560)
C (-2.010, 0.166, -2.984)
C (-2.317, 0.114, -4.347)
F (-3.589, -0.029, -4.800)
C (-1.362, 0.218, -5.337)
C (-3.049, 0.192, -1.940)
C (-4.401, -0.086, -2.170)
C (-5.319, 0.073, -1.153)
C (-4.890, 0.527, 0.084)
C (-3.533, 0.740, 0.250)
N (-2.630, 0.547, -0.704)
H (1.317, 0.686, -3.366)
H (-1.642, 0.159, -6.375)
H (-4.746, -0.430, -3.126)
H (-6.358, -0.146, -1.334)
H (-5.575, 0.699, 0.896)
H (-3.139, 1.111, 1.190)
C (-1.102, -4.397, -3.580)
C (-1.841, -3.338, -3.079)
C (-1.551, -2.815, -1.835)
C (-0.477, -3.300, -1.070)
C (0.223, -4.411, -1.568)
C (-0.091, -4.941, -2.801)
N (-0.100, -2.630, 0.082)
C (0.333, -3.400, 1.146)
C (1.392, -2.945, 1.946)
C (1.783, -3.626, 3.082)
C (1.121, -4.782, 3.467)
C (0.085, -5.256, 2.675)
C (-0.300, -4.596, 1.527)
H (-1.320, -4.798, -4.558)
H (-2.653, -2.920, -3.656)
H (-2.180, -2.043, -1.400)
H (1.036, -4.821, -0.982)
H (0.468, -5.787, -3.174)
H (1.899, -2.033, 1.645)
H (2.611, -3.248, 3.669)
H (1.421, -5.313, 4.359)
H (-0.428, -6.164, 2.959)
H (-1.100, -4.982, 0.908)